Entry 1:
{
  "formula": "C4H10N2O",
  "method": "the ωB97M-V functional and the def2-TZVPD basis",
  "species": ["N", "C", "N", "C", "C", "C", "O", "H", "H", "H", "H", "H", "H", "H", "H", "H", "H"],
  "xyz": [[-2.18, 1.50, 0.18], [-1.68, 0.28, -0.49], [-0.64, -0.35, 0.25], [0.57, 0.34, 0.55], [1.76, -0.17, -0.28], [2.20, -1.56, 0.10], [1.99, -2.07, 1.16], [-2.74, 2.06, -0.46], [-2.79, 1.26, 0.95], [-2.49, -0.44, -0.67], [-1.34, 0.61, -1.49], [-0.78, -1.32, 0.46], [0.84, 0.22, 1.61], [0.42, 1.41, 0.38], [2.64, 0.48, -0.23], [1.45, -0.19, -1.33], [2.78, -2.07, -0.71]],
  "mulliken_charge": [-0.584, -0.528, -0.187, -0.713, -0.462, 0.041, -0.483, 0.224, 0.205, 0.346, 0.317, 0.219, 0.306, 0.378, 0.324, 0.252, 0.343],
  "homo_ev": -8.47,
  "e_above_lowest_kcal_mol": 43.6,
  "lumo_energy_ev": 0.99,
  "orbital_gap_ev": 9.458
}

Entry 2:
{
  "formula": "C4H10N2O",
  "method": "the ωB97M-V functional and the def2-TZVPD basis",
  "species": ["C", "N", "C", "O", "N", "C", "C", "H", "H", "H", "H", "H", "H", "H", "H", "H", "H"],
  "xyz": [[-0.07, 1.53, -2.31], [-0.19, 0.37, -1.42], [0.30, 0.47, -0.13], [0.87, 1.45, 0.30], [0.11, -0.75, 0.56], [1.24, -0.96, 1.43], [-1.16, -1.17, 1.14], [-0.51, 2.39, -1.81], [0.95, 1.81, -2.62], [-0.61, 1.27, -3.23], [-1.08, 0.58, -0.74], [1.14, -0.43, 2.39], [2.13, -0.58, 0.92], [1.36, -2.03, 1.60], [-1.96, -1.23, 0.39], [-1.03, -2.19, 1.55], [-1.49, -0.53, 1.97]],
  "mulliken_charge": [-0.687, -0.364, 0.360, -0.592, 0.090, -0.953, -0.911, 0.275, 0.293, 0.268, 0.274, 0.318, 0.327, 0.335, 0.310, 0.310, 0.348],
  "homo_ev": -8.88,
  "e_above_lowest_kcal_mol": 67.2,
  "lumo_energy_ev": 0.78,
  "orbital_gap_ev": 9.656
}

Entry 3:
{
  "formula": "C4H10N2O",
  "method": "the ωB97M-V functional and the def2-TZVPD basis",
  "species": ["C", "N", "O", "H", "H", "H", "H", "H", "C", "C", "C", "N", "H", "H", "H", "H", "H"],
  "xyz": [[-0.90, -0.89, -1.36], [-1.07, 1.32, 1.32], [-0.27, 0.35, -1.11], [-0.90, 1.82, 0.46], [-1.85, 1.71, 1.83], [-0.78, -1.64, -0.57], [-1.97, -0.69, -1.41], [-0.52, -1.33, -2.28], [0.08, -0.10, 1.66], [1.03, 0.36, -0.59], [1.99, -0.28, -1.33], [-0.31, -0.39, 2.83], [-1.12, 0.19, 3.12], [0.78, -0.89, 1.40], [1.25, 1.39, -0.33], [1.78, -1.18, -1.89], [2.81, 0.27, -1.76]],
  "mulliken_charge": [-0.764, -0.487, -0.275, 0.131, 0.172, 0.325, 0.270, 0.277, 0.055, -0.069, -0.640, -0.561, 0.286, 0.503, 0.243, 0.291, 0.245],
  "homo_ev": -8.63,
  "e_above_lowest_kcal_mol": 194.7,
  "lumo_energy_ev": -0.02,
  "orbital_gap_ev": 8.610
}

Entry 4:
{
  "formula": "C4H10N2O",
  "method": "the ωB97M-V functional and the def2-TZVPD basis",
  "species": ["C", "C", "C", "N", "N", "H", "H", "H", "H", "H", "H", "C", "O", "H", "H", "H", "H"],
  "xyz": [[0.12, 1.84, 1.20], [0.10, 0.88, 0.31], [0.65, 0.33, -0.81], [2.03, 0.09, -1.02], [-0.21, 0.02, -1.90], [0.71, 2.74, 1.05], [-0.38, 1.77, 2.16], [2.60, 0.73, -0.48], [2.29, -0.85, -0.76], [0.24, -0.50, -2.63], [-0.62, 0.86, -2.30], [-1.66, -1.42, 0.84], [-0.35, -1.08, 1.28], [-1.77, -1.38, -0.24], [-2.39, -0.75, 1.30], [-1.87, -2.43, 1.18], [0.53, -0.86, 0.82]],
  "mulliken_charge": [-0.763, 0.240, -0.079, -0.570, -0.512, 0.259, 0.264, 0.295, 0.260, 0.242, 0.238, -0.544, -0.549, 0.275, 0.216, 0.256, 0.472],
  "homo_ev": -7.45,
  "e_above_lowest_kcal_mol": 124.8,
  "lumo_energy_ev": 0.81,
  "orbital_gap_ev": 8.263
}

Entry 5:
{
  "formula": "C4H10N2O",
  "method": "the ωB97M-V functional and the def2-TZVPD basis",
  "species": ["C", "N", "C", "C", "H", "H", "H", "H", "H", "H", "H", "N", "C", "O", "H", "H", "H"],
  "xyz": [[-0.17, 2.12, 0.27], [-0.42, 0.89, 0.33], [-0.79, 0.35, 1.63], [0.24, -0.71, 2.04], [-0.20, 2.79, 1.14], [0.10, 2.56, -0.68], [-0.94, 1.15, 2.36], [-1.74, -0.17, 1.52], [0.05, -1.04, 3.07], [0.13, -1.57, 1.38], [1.27, -0.36, 1.96], [0.14, -0.34, -2.51], [0.53, -1.64, -2.51], [0.71, -2.29, -1.51], [0.27, 0.15, -1.62], [0.21, 0.20, -3.35], [0.61, -2.09, -3.51]],
  "mulliken_charge": [-0.332, -0.251, -0.466, -0.970, 0.251, 0.209, 0.415, 0.241, 0.335, 0.235, 0.295, -0.282, 0.057, -0.522, 0.240, 0.232, 0.314],
  "homo_ev": -9.61,
  "e_above_lowest_kcal_mol": 36.8,
  "lumo_energy_ev": 0.96,
  "orbital_gap_ev": 10.569
}

Entry 6:
{
  "formula": "C4H10N2O",
  "method": "the ωB97M-V functional and the def2-TZVPD basis",
  "species": ["C", "C", "C", "N", "C", "N", "O", "H", "H", "H", "H", "H", "H", "H", "H", "H", "H"],
  "xyz": [[-1.66, 2.04, 0.38], [-1.23, 0.60, -0.02], [0.24, 0.38, 0.29], [1.11, 1.15, -0.60], [0.54, -1.15, 0.15], [0.20, -1.75, -1.03], [1.03, -1.73, 1.09], [-2.70, 2.24, 0.11], [-1.58, 2.09, 1.47], [-0.95, 2.74, -0.04], [-1.39, 0.49, -1.09], [-1.80, -0.09, 0.60], [0.61, 0.64, 1.28], [0.77, 1.37, -1.51], [2.07, 0.87, -0.57], [-0.36, -1.26, -1.69], [0.53, -2.67, -1.29]],
  "mulliken_charge": [-1.274, -0.491, 0.221, -0.534, 0.234, -0.306, -0.604, 0.378, 0.316, 0.358, 0.346, 0.289, 0.268, 0.200, 0.215, 0.149, 0.235],
  "homo_ev": -8.80,
  "e_above_lowest_kcal_mol": 19.1,
  "lumo_energy_ev": 0.85,
  "orbital_gap_ev": 9.655
}

Entry 7:
{
  "formula": "C4H10N2O",
  "method": "the ωB97M-V functional and the def2-TZVPD basis",
  "species": ["C", "N", "C", "O", "N", "C", "C", "H", "H", "H", "H", "H", "H", "H", "H", "H", "H"],
  "xyz": [[1.65, 0.19, 0.55], [1.31, -0.37, -1.38], [0.00, -0.34, -1.35], [-0.92, -0.52, -2.14], [-0.29, 0.02, 0.06], [-0.97, -1.07, 0.76], [-1.04, 1.27, 0.14], [1.28, 0.92, 1.27], [1.76, -0.80, 1.00], [2.58, 0.55, 0.13], [1.75, -0.57, -2.27], [-1.10, -0.81, 1.81], [-0.38, -1.98, 0.67], [-1.95, -1.23, 0.29], [-0.47, 2.06, -0.36], [-2.00, 1.14, -0.37], [-1.20, 1.54, 1.19]],
  "mulliken_charge": [-0.526, -0.420, 0.328, -0.654, 0.274, -1.092, -1.079, 0.265, 0.268, 0.295, 0.206, 0.334, 0.371, 0.356, 0.355, 0.359, 0.360],
  "homo_ev": -8.54,
  "e_above_lowest_kcal_mol": 101.8,
  "lumo_energy_ev": 0.52,
  "orbital_gap_ev": 9.065
}

Entry 8:
{
  "formula": "C4H10N2O",
  "method": "the ωB97M-V functional and the def2-TZVPD basis",
  "species": ["C", "N", "C", "O", "N", "C", "C", "H", "H", "H", "H", "H", "H", "H", "H", "H", "H"],
  "xyz": [[2.67, -0.20, -0.49], [1.31, 0.30, -0.43], [0.33, -0.57, 0.00], [0.58, -1.75, 0.22], [-0.95, -0.06, 0.09], [-1.99, -0.93, 0.61], [-1.29, 1.33, -0.07], [3.12, -0.32, 0.51], [2.65, -1.18, -0.97], [3.28, 0.48, -1.09], [1.21, 1.28, -0.19], [-2.29, -0.64, 1.62], [-1.59, -1.95, 0.63], [-2.87, -0.90, -0.04], [-0.70, 1.79, -0.88], [-2.34, 1.41, -0.36], [-1.15, 1.91, 0.85]],
  "mulliken_charge": [-0.854, -0.250, 0.618, -0.675, 0.100, -1.003, -1.001, 0.283, 0.308, 0.303, 0.236, 0.325, 0.316, 0.315, 0.383, 0.301, 0.295],
  "homo_ev": -8.98,
  "e_above_lowest_kcal_mol": 16.1,
  "lumo_energy_ev": 0.80,
  "orbital_gap_ev": 9.783
}

Entry 9:
{
  "formula": "C4H10N2O",
  "method": "the ωB97M-V functional and the def2-TZVPD basis",
  "species": ["C", "N", "N", "C", "C", "C", "O", "H", "H", "H", "H", "H", "H", "H", "H", "H", "H"],
  "xyz": [[2.21, 1.06, 0.32], [0.94, 0.83, -0.32], [0.09, -0.31, 0.46], [0.09, -1.55, -0.31], [-1.06, 0.53, 0.44], [-2.47, -0.13, 0.04], [-1.76, 0.82, -0.75], [2.87, 0.19, 0.28], [2.73, 1.89, -0.18], [2.07, 1.36, 1.36], [1.03, 0.63, -1.32], [1.11, -1.94, -0.37], [-0.51, -2.30, 0.22], [-0.30, -1.44, -1.32], [-1.13, 1.24, 1.26], [-2.57, -1.12, -0.39], [-3.34, 0.23, 0.57]],
  "mulliken_charge": [-0.789, -0.371, -0.061, -0.999, 0.088, -0.460, -0.399, 0.267, 0.315, 0.257, 0.238, 0.265, 0.362, 0.392, 0.386, 0.244, 0.265],
  "homo_ev": -8.97,
  "e_above_lowest_kcal_mol": 109.9,
  "lumo_energy_ev": 1.04,
  "orbital_gap_ev": 10.008
}

Entry 10:
{
  "formula": "C4H10N2O",
  "method": "the ωB97M-V functional and the def2-TZVPD basis",
  "species": ["C", "O", "H", "H", "H", "H", "C", "N", "C", "C", "N", "H", "H", "H", "H", "H", "H"],
  "xyz": [[-0.97, -0.19, -2.04], [-0.04, 0.74, -2.03], [0.56, 0.58, -1.11], [-2.01, 0.15, -2.00], [-0.78, -1.09, -2.65], [-0.83, -0.70, -0.79], [1.10, 0.37, 0.26], [0.87, 1.55, 0.94], [-0.35, -0.95, 0.43], [-1.22, -0.77, 1.43], [2.20, -0.26, 0.17], [1.52, 1.82, 1.66], [-0.09, 1.83, 1.06], [2.99, 0.19, 0.63], [0.23, -1.86, 0.34], [-1.36, -1.53, 2.19], [-1.82, 0.13, 1.52]],
  "mulliken_charge": [-0.289, -0.535, 0.426, 0.281, 0.276, 0.041, 0.321, -0.379, -0.395, -0.601, -0.620, 0.205, 0.210, 0.228, 0.349, 0.242, 0.239],
  "homo_ev": [-8.15, -8.15],
  "e_above_lowest_kcal_mol": 155.8,
  "lumo_energy_ev": [0.20, 0.20],
  "orbital_gap_ev": [8.358, 8.357]
}